[1]
{
  "formula": "C14H47FN14NbO8",
  "method": "ωB97M-V/def2-TZVPD",
  "energy_ha": -2087.04546,
  "total_charge": -1,
  "elements": ["Nb", "F", "O", "O", "O", "O", "O", "O", "O", "O", "N", "N", "N", "N", "N", "N", "N", "N", "N", "N", "N", "N", "N", "N", "C", "C", "C", "C", "C", "C", "C", "C", "C", "C", "C", "C", "C", "C", "H", "H", "H", "H", "H", "H", "H", "H", "H", "H", "H", "H", "H", "H", "H", "H", "H", "H", "H", "H", "H", "H", "H", "H", "H", "H", "H", "H", "H", "H", "H", "H", "H", "H", "H", "H", "H", "H", "H", "H", "H", "H", "H", "H", "H", "H", "H"],
  "xyz": [[3.0500, -4.3200, 0.3459], [6.3471, -5.0146, 1.8847], [-2.4721, 3.5191, -0.2870], [1.6674, 5.4505, -6.5535], [-2.8074, -0.8240, 3.3283], [-0.0006, 7.5531, -1.9884], [-4.3067, 6.6905, 0.7337], [-0.8451, -1.1672, -1.9713], [4.4358, -1.3876, 3.1655], [-2.5828, -5.0056, -1.2686], [-2.4520, -2.9285, 4.1142], [5.5773, 0.5429, 3.5689], [-4.7648, 5.1488, -0.8412], [-2.5004, 1.3994, 0.5202], [-4.4213, -1.8182, 4.5628], [1.0276, 7.5889, -6.1430], [-2.0471, 3.1685, 1.9096], [-0.3848, 5.3666, -1.4766], [-6.1301, 7.0082, -0.5812], [-1.8501, 6.9935, -0.8015], [6.5513, -1.2195, 2.4104], [-2.9954, -1.8716, -1.9807], [-2.4452, 0.2685, -2.6980], [1.0538, 6.0408, -4.4436], [-1.3748, -4.9474, 0.8925], [5.2838, -4.2830, -0.1558], [-0.7032, 6.6940, -1.4507], [-2.2993, -5.7128, -0.0452], [-2.3453, 2.7298, 0.6572], [0.9968, -4.1583, 1.2823], [6.0179, -6.6997, 0.2214], [-2.0110, -0.9433, -2.2014], [1.2779, 6.2938, -5.7634], [-5.0313, 6.2986, -0.1742], [-0.1588, -4.2610, 0.2531], [6.2749, -5.2322, 0.4970], [5.4456, -0.7334, 3.0595], [-3.1885, -1.7969, 3.9575], [7.4034, -0.7070, 2.2954], [-1.8722, -6.6843, -0.3032], [3.5900, -5.2040, 1.8685], [-3.9647, -1.7100, -2.1740], [-1.9811, -4.2016, 1.4211], [-0.9566, 4.6388, -1.0792], [1.1781, 7.8218, -7.1054], [5.3807, -4.4203, -1.2399], [3.3557, -2.7256, 1.1755], [7.2898, -4.9989, 0.1355], [-2.4174, 6.3106, -0.3289], [-2.7808, -3.7267, 4.6219], [-4.9919, -1.0002, 4.4671], [-0.4418, -3.2446, -0.0229], [-5.3333, 4.7920, -1.5849], [-6.7288, 6.7127, -1.3277], [-3.2520, -5.9069, 0.4604], [1.2307, 5.1025, -4.1395], [-2.7164, 1.0456, -0.3963], [-2.1381, 7.9525, -0.7596], [0.4762, 5.1240, -1.9244], [-1.7443, 0.9656, -2.8723], [-3.4036, 0.4765, -2.9038], [-1.9342, 2.5461, 2.6885], [0.1211, -4.7746, -0.6709], [4.9664, -6.9438, 0.3733], [-2.4065, 0.7497, 1.2850], [0.7081, 8.2927, -5.5047], [6.3052, -6.9146, -0.8096], [2.6840, -3.5001, -1.2834], [6.4080, 1.0941, 3.4760], [5.6544, -3.2739, 0.0643], [6.6273, -7.3194, 0.8831], [-3.9065, 4.6692, -0.5848], [6.4725, -2.1504, 2.0360], [0.9124, -3.2126, 1.8231], [-1.5441, -2.9688, 3.6813], [-1.0318, -5.6666, 1.6420], [-6.3309, 7.8623, -0.0972], [0.7283, 6.7307, -3.7786], [4.7805, 0.9256, 4.0399], [-1.9356, 4.1561, 2.0437], [-3.5145, -4.7732, -1.2460], [-4.7657, -2.5993, 5.0867], [2.6929, -6.0250, -0.3503], [0.9316, -4.9827, 1.9999], [-2.6934, -2.7645, -1.6200]],
  "atomic_forces_ev_per_a": [[-0.8, 0.5, -0.7], [0.0, 0.0, 0.0], [0.1, 0.2, -0.3], [0.0, 0.0, -0.1], [0.1, 0.2, -0.1], [0.0, -0.1, -0.1], [-0.1, 0.1, 0.0], [0.1, 0.2, 0.0], [-0.2, 0.3, 0.4], [-0.1, 0.2, 0.1], [0.2, 0.1, -0.1], [0.0, 0.0, 0.1], [0.0, 0.1, 0.1], [-0.2, 0.0, -0.1], [0.0, 0.0, 0.0], [0.0, 0.1, -0.1], [0.0, 0.1, -0.1], [0.2, 0.2, -0.1], [0.0, 0.0, 0.1], [-0.1, 0.1, 0.0], [0.0, 0.0, 0.0], [0.0, 0.0, 0.1], [-0.1, 0.2, 0.2], [0.0, 0.0, -0.1], [-0.4, 0.0, -0.2], [0.3, 0.1, 1.1], [0.0, -0.3, -0.1], [-0.1, 0.0, 0.0], [0.1, -0.3, 0.6], [0.3, 0.3, 0.1], [0.0, 0.0, 0.2], [-0.1, -0.2, -0.1], [-0.1, 0.1, 0.2], [0.1, -0.1, -0.1], [0.2, 0.0, 0.4], [0.2, 0.0, -0.5], [0.2, -0.2, -0.3], [-0.2, -0.1, 0.1], [0.0, 0.0, 0.0], [0.1, 0.1, -0.2], [0.2, -0.3, -0.3], [0.0, 0.0, 0.0], [0.1, 0.0, 0.1], [-0.2, 0.0, 0.1], [0.0, 0.0, 0.0], [-0.2, 0.0, 0.0], [-0.1, 0.0, 0.2], [0.0, 0.0, 0.1], [0.0, 0.1, 0.1], [0.0, 0.0, 0.0], [0.0, 0.0, 0.0], [0.1, -0.1, -0.3], [0.0, 0.1, 0.0], [0.0, 0.0, 0.0], [0.1, -0.1, 0.1], [0.0, 0.0, 0.0], [0.2, 0.0, -0.1], [0.1, 0.0, 0.0], [0.1, 0.0, 0.1], [0.0, 0.0, 0.0], [0.0, 0.0, -0.1], [0.0, 0.0, 0.0], [0.1, -0.1, 0.0], [0.0, 0.0, 0.0], [0.0, 0.0, 0.0], [0.0, 0.0, 0.0], [-0.1, 0.0, 0.0], [0.3, -0.2, -0.5], [0.0, 0.0, 0.0], [-0.1, 0.1, -0.2], [0.0, 0.0, 0.0], [-0.2, -0.3, -0.1], [0.0, 0.0, 0.0], [0.0, -0.1, 0.2], [0.0, 0.0, 0.0], [0.0, 0.0, 0.0], [0.0, 0.0, 0.0], [0.0, 0.0, 0.1], [0.0, 0.0, 0.0], [0.0, 0.0, 0.0], [0.0, -0.1, -0.1], [0.0, 0.0, 0.0], [-0.2, -0.4, 0.1], [0.1, 0.0, 0.1], [0.1, -0.1, -0.1]]
}

[2]
{
  "formula": "C24H22MnN6O2S",
  "method": "ωB97M-V/def2-TZVPD",
  "energy_ha": -2955.96817,
  "multiplicity": 2,
  "s_squared": 1.061,
  "total_charge": 0,
  "elements": ["Mn", "S", "O", "O", "N", "N", "N", "N", "N", "N", "C", "C", "C", "C", "C", "C", "C", "C", "C", "C", "C", "C", "C", "C", "C", "C", "C", "C", "C", "C", "C", "C", "C", "C", "H", "H", "H", "H", "H", "H", "H", "H", "H", "H", "H", "H", "H", "H", "H", "H", "H", "H", "H", "H", "H", "H"],
  "xyz": [[-0.4059, -1.5996, -1.0040], [0.7087, 4.9166, -0.8771], [1.5023, -2.0081, -1.2566], [-2.2864, -1.4917, -0.6705], [-0.2324, -2.5308, -3.7928], [0.0154, -2.2292, 0.7620], [-2.4996, 6.6823, 1.8453], [1.3509, -2.5749, 0.9725], [-0.0742, 0.4315, -1.0015], [-0.7780, -1.4198, -3.0111], [-2.3147, 7.1205, 0.6061], [-0.5658, 5.5574, 0.1807], [5.4585, -3.4618, 1.0347], [4.2116, -2.6240, -1.2939], [1.1334, 0.9540, -1.2533], [2.0209, -2.4258, -0.1348], [4.1051, -3.1702, 1.0451], [5.5673, -2.9179, -1.3022], [-1.3730, 6.5912, -0.2673], [3.4717, -2.7484, -0.1223], [-1.0664, 1.2770, -0.6879], [-4.2812, -1.5659, 0.5426], [-4.9885, -1.8155, 1.6923], [6.1935, -3.3373, -0.1381], [-2.8814, -1.7545, 0.4681], [0.3598, 3.1825, -0.8692], [-2.9840, -2.4722, 2.8007], [-1.7184, 5.6877, 2.2622], [-0.8098, -2.4876, 1.7146], [-0.7352, 5.1018, 1.4824], [1.3903, 2.3099, -1.2001], [-0.8973, 2.6455, -0.6166], [-4.3415, -2.2758, 2.8459], [-2.2247, -2.2181, 1.6419], [-0.1182, 4.3076, 1.8809], [5.9441, -3.7889, 1.9452], [-2.0260, 0.8141, -0.4992], [0.6856, -2.6953, -3.3823], [-0.4148, -2.9355, 2.6241], [1.9114, 0.2381, -1.4846], [-1.7802, -1.4018, -3.1891], [3.5239, -3.2647, 1.9513], [-1.2801, 6.9734, -1.2748], [3.7133, -2.2972, -2.1962], [-2.9564, 7.9313, 0.2806], [-6.0602, -1.6581, 1.7030], [-0.4123, -0.5849, -3.4611], [-1.8780, 5.3447, 3.2779], [6.1338, -2.8200, -2.2193], [-0.7783, -3.3460, -3.5270], [2.3896, 2.6756, -1.3932], [-1.7392, 3.2740, -0.3661], [7.2512, -3.5674, -0.1425], [-4.9004, -2.4757, 3.7492], [-4.7791, -1.2175, -0.3537], [-2.4607, -2.8341, 3.6789]],
  "atomic_forces_ev_per_a": [[0.1, 0.1, 0.0], [-0.1, -0.1, 0.0], [0.1, -0.1, 0.1], [-0.2, -0.1, 0.0], [0.0, 0.0, 0.0], [0.1, -0.1, 0.2], [0.0, 0.0, 0.0], [0.1, 0.0, 0.0], [0.1, 0.2, 0.1], [0.0, -0.1, -0.4], [0.0, 0.0, 0.0], [0.0, 0.0, 0.0], [0.0, 0.0, 0.0], [0.0, 0.0, 0.0], [-0.1, 0.0, 0.0], [-0.2, 0.0, -0.1], [0.0, 0.0, 0.0], [0.0, 0.0, 0.0], [0.0, 0.0, 0.0], [0.0, 0.0, 0.0], [0.1, -0.1, 0.0], [0.0, 0.0, 0.0], [0.0, 0.0, 0.0], [0.0, 0.0, 0.0], [-0.1, 0.0, 0.0], [0.0, 0.1, 0.0], [0.0, 0.0, 0.0], [0.0, 0.0, 0.0], [0.0, 0.1, -0.1], [0.0, 0.0, 0.0], [0.0, 0.0, 0.0], [0.0, 0.0, 0.0], [0.0, 0.0, 0.0], [-0.1, 0.0, 0.0], [0.0, 0.0, 0.0], [0.0, 0.0, 0.0], [0.0, 0.0, 0.0], [0.0, 0.0, 0.0], [0.0, 0.0, 0.0], [0.0, 0.0, 0.0], [0.0, 0.0, 0.1], [0.0, 0.0, 0.0], [0.0, 0.0, 0.0], [0.0, 0.0, 0.0], [0.0, 0.0, 0.0], [0.0, 0.0, 0.0], [0.0, 0.0, 0.0], [0.0, 0.0, 0.0], [0.0, 0.0, 0.0], [0.0, 0.0, 0.0], [0.0, 0.0, 0.0], [0.0, 0.0, 0.0], [0.0, 0.0, 0.0], [0.0, 0.0, 0.0], [0.0, 0.0, 0.0], [0.0, 0.0, 0.0]]
}

[3]
{
  "formula": "C26H27N5O2S",
  "method": "ωB97M-V/def2-TZVPD",
  "energy_ha": -1829.38559,
  "total_charge": 0,
  "elements": ["S", "O", "O", "N", "N", "N", "N", "N", "C", "C", "C", "C", "C", "C", "C", "C", "C", "C", "C", "C", "C", "C", "C", "C", "C", "C", "C", "C", "C", "C", "C", "C", "C", "C", "H", "H", "H", "H", "H", "H", "H", "H", "H", "H", "H", "H", "H", "H", "H", "H", "H", "H", "H", "H", "H", "H", "H", "H", "H", "H", "H"],
  "xyz": [[5.5298, 0.4945, 1.1782], [0.5969, 0.0317, 1.6745], [2.9701, -3.3883, -0.5160], [2.4999, 2.6285, -1.8391], [-0.7077, 1.7053, -2.7799], [-4.8306, -0.5718, 0.7793], [4.0424, -1.6572, 0.5562], [2.8570, 0.2035, 1.3054], [4.0943, -0.3431, 0.9811], [-3.5605, -1.0129, 0.5562], [-5.3454, 0.6061, 0.1145], [1.3134, 2.1717, -1.2887], [-1.8585, -2.7309, 0.7427], [-1.3322, -0.6353, -0.3282], [0.4760, -2.3114, -0.0155], [-5.3159, -2.4481, 2.2929], [-4.0919, -3.1837, 1.7538], [2.8881, -2.2965, 0.0546], [-4.2962, 1.6886, -0.0165], [1.6099, -0.4294, 1.1387], [3.4703, 3.2349, -1.0607], [-3.0188, 1.1500, -0.6566], [2.7388, 2.4736, -3.1917], [1.6109, -1.6315, 0.3088], [5.3287, -2.3291, 0.3657], [0.2452, 1.9283, -2.1202], [-5.8594, -1.4513, 1.2869], [-2.6259, -0.1920, -0.1358], [5.0487, 3.1040, -2.8740], [4.0019, 2.7038, -3.7053], [4.7546, 3.3815, -1.5333], [-3.1487, -2.3006, 1.0060], [-0.8964, -1.8842, 0.1416], [2.8836, 1.5037, 1.9784], [-4.6987, 2.5067, -0.6176], [6.0578, 3.2272, -3.2583], [-3.5589, -3.6534, 2.5896], [5.5216, 3.7124, -0.8331], [-6.1035, -3.1637, 2.5400], [-5.0415, -1.9220, 3.2138], [5.1419, -3.3651, 0.0934], [-0.6315, -0.0070, -0.8782], [-6.3487, -1.9863, 0.4530], [1.8757, 1.7479, 2.3081], [5.9026, -1.8111, -0.4087], [1.1612, 2.3187, -0.2203], [0.6138, -3.3488, -0.3304], [-4.0527, 2.0871, 0.9744], [-1.5370, -3.7300, 1.0518], [1.9035, 2.1569, -3.8160], [3.1491, 3.5687, -0.0754], [3.2608, 2.2549, 1.2819], [5.8854, -2.2486, 1.3021], [-3.1264, 1.1044, -1.7530], [-6.6220, -0.8161, 1.7520], [-6.1960, 0.9605, 0.7070], [-4.4179, -4.0059, 1.0988], [-5.7301, 0.3337, -0.8845], [3.5845, 1.4539, 2.8145], [4.1374, 2.5485, -4.7739], [-2.2029, 1.8642, -0.4851]],
  "atomic_forces_ev_per_a": [[-0.7, -0.4, -0.1], [1.7, -0.4, -0.7], [0.2, 1.5, 0.7], [0.0, 0.1, -0.4], [1.9, 0.4, 1.0], [-0.4, 0.3, 0.4], [0.4, 0.1, -0.4], [0.6, 0.3, 0.2], [-0.8, -0.2, 0.2], [0.9, -0.4, -0.2], [0.0, 0.0, -0.2], [0.7, 0.8, 0.8], [0.6, 0.3, -0.2], [0.1, -0.2, 0.4], [-0.2, -0.4, 0.5], [0.1, 0.1, 0.1], [-0.4, -0.6, 0.1], [0.2, -1.5, -0.5], [0.2, 0.0, 0.1], [-1.5, 0.9, 0.5], [-0.4, -0.4, -0.4], [-0.2, 0.6, -0.5], [0.5, 0.2, 0.3], [-0.1, -0.1, 0.0], [0.1, 0.0, 0.0], [-2.5, -0.5, -1.5], [-0.1, -0.2, -0.1], [0.1, -0.6, 0.2], [0.0, 0.0, 0.2], [-0.2, 0.1, 0.2], [0.0, 0.0, -0.3], [0.4, 0.6, -0.4], [-0.7, 0.1, -0.2], [0.0, 0.0, 0.0], [0.0, 0.0, 0.1], [-0.2, 0.0, 0.1], [-0.1, 0.0, -0.1], [-0.2, 0.1, -0.3], [0.1, 0.1, 0.1], [-0.1, 0.0, -0.1], [0.0, 0.2, 0.0], [-0.2, -0.1, 0.3], [0.0, 0.0, 0.1], [0.1, -0.1, 0.0], [-0.1, -0.2, 0.1], [0.1, 0.0, -0.4], [0.2, 0.2, -0.1], [-0.1, -0.1, 0.0], [-0.2, 0.3, 0.0], [0.2, 0.0, 0.4], [0.1, -0.3, -0.4], [-0.1, -0.2, 0.3], [0.0, -0.1, -0.2], [0.0, 0.0, 0.3], [0.0, -0.2, 0.0], [0.1, 0.0, -0.1], [0.0, 0.1, 0.1], [0.0, 0.1, 0.1], [-0.2, 0.1, 0.0], [0.1, 0.0, 0.3], [-0.2, -0.2, -0.1]]
}

[4]
{
  "formula": "C4H6BeO3",
  "method": "ωB97M-V/def2-TZVPD",
  "energy_ha": -395.55043,
  "total_charge": 2,
  "elements": ["O", "O", "O", "C", "C", "C", "C", "Be", "H", "H", "H", "H", "H", "H"],
  "xyz": [[-0.4838, 0.1827, 0.7563], [0.3572, -1.3931, -0.6130], [1.4512, 0.5008, -0.1362], [-2.6238, 1.0080, 0.1599], [2.7897, -0.0444, -0.1817], [0.4669, -0.3040, -0.0497], [-1.7774, -0.0341, 0.4124], [-1.0017, -1.8932, -0.5231], [2.8640, -0.8780, 0.5240], [-2.2458, 1.9001, -0.3469], [-3.3795, 1.1655, 0.9381], [3.4423, 0.7790, 0.1131], [3.0078, -0.3755, -1.2024], [-2.8670, -0.6137, 0.1492]],
  "atomic_forces_ev_per_a": [[1.3, -0.2, -2.2], [-0.4, -2.5, -1.2], [-1.8, -1.2, 0.9], [1.3, 1.5, 1.0], [1.7, -0.5, -0.7], [2.5, 5.1, 1.7], [-3.9, -0.6, 0.1], [-1.7, -0.3, 0.5], [0.0, 0.2, -0.1], [0.3, 0.3, 0.6], [-1.6, -0.5, -1.3], [-0.2, -0.2, -0.1], [0.0, 0.1, 0.2], [2.5, -1.3, 0.5]]
}